Entry 1:
Here is a molecular structure, C34H34N6SbSr from the OMol25 dataset. Energies are from ωB97M-V/def2-TZVPD.

## Properties
Calculated total energy (Ha): -1915.39246
Maximum force (eV Å⁻¹): 0.47
Charge: +1

CARTESIAN COORDINATES (ANGSTROEM)
Sr: -0.23756 0.45096 0.07694
C: 2.96921 0.02474 -2.35499
C: 2.93528 -0.79407 -1.10110
C: 4.11504 -1.26090 -0.51269
C: 4.04780 -1.99394 0.64982
C: 2.79848 -2.27133 1.20837
C: 1.67286 -1.79253 0.56378
N: 1.74193 -1.06923 -0.56813
Sb: -0.12515 -2.56263 1.57753
C: -0.15903 -0.90313 3.05203
C: -0.19576 -1.22114 4.39685
C: -0.23301 -0.19145 5.33528
C: -0.23697 1.11636 4.90210
C: -0.20077 1.38085 3.53284
C: -0.22774 2.78058 2.99369
N: -0.15587 0.38472 2.64447
C: -2.01284 -1.90707 0.65299
C: -3.07965 -2.43788 1.35458
C: -4.36098 -2.29851 0.82162
C: -4.51491 -1.65483 -0.38455
C: -3.39257 -1.12641 -1.02940
C: -3.53602 -0.42363 -2.34619
N: -2.16882 -1.24664 -0.50791
H: 3.01961 -0.63396 -3.22484
H: 2.07452 0.64024 -2.44091
H: 3.83819 0.68042 -2.37073
H: 5.06665 -1.02174 -0.96758
H: 4.95047 -2.34867 1.13103
H: 2.72315 -2.84199 2.12571
H: -0.19384 -2.25521 4.71770
H: -0.26017 -0.41918 6.39323
H: -0.26877 1.93658 5.60569
H: -0.14673 3.51329 3.79315
H: 0.58569 2.94202 2.28337
H: -1.16090 2.96614 2.45465
H: -2.92834 -2.95779 2.29249
H: -5.21778 -2.70130 1.34635
H: -5.49177 -1.54347 -0.83561
H: -3.91391 -1.11616 -3.09985
H: -4.24649 0.40069 -2.27490
H: -2.57742 -0.03908 -2.68833
C: 4.07862 3.99502 -1.23536
C: 3.78550 3.00746 -0.30701
C: 2.47077 2.62335 -0.09112
C: 1.40324 3.19318 -0.80730
C: 1.72020 4.20381 -1.72744
C: 3.03306 4.59158 -1.93279
N: 0.13821 2.65340 -0.64789
C: -0.99916 3.41798 -0.57372
C: -2.24245 2.79706 -0.80468
C: -3.44191 3.46662 -0.60026
C: -3.44728 4.78886 -0.19016
C: -2.22587 5.43092 0.00867
C: -1.02646 4.76930 -0.17295
H: 5.10020 4.30755 -1.40326
H: 4.58130 2.54833 0.26782
H: 2.24760 1.88004 0.67473
H: 0.92218 4.66536 -2.29586
H: 3.24608 5.36851 -2.65660
H: -2.26534 1.79140 -1.22329
H: -4.37899 2.95708 -0.79284
H: -4.37921 5.31735 -0.04641
H: -2.21131 6.46831 0.31987
H: -0.09051 5.28042 0.01246
C: 1.29564 -6.61229 -2.53899
N: 0.43066 -5.58190 -1.98512
C: -0.94040 -5.58802 -1.96561
C: -1.31122 -4.45291 -1.31556
N: -0.19281 -3.73339 -0.94391
C: 0.82767 -4.45396 -1.37004
H: 0.73628 -7.18477 -3.27352
H: 1.64781 -7.28213 -1.75655
H: 2.14691 -6.14969 -3.03267
H: -1.51655 -6.38142 -2.40836
H: -2.30790 -4.09302 -1.11970
H: 1.87029 -4.19312 -1.26310

Forces on atoms 1 to 3 (eV/Å):
-0.21 0.05 -0.42
-0.05 -0.01 0.00
0.20 0.04 -0.05

---

Entry 2:
Here is a molecular structure, C34H35BrIrN3O3 from the OMol25 dataset. Energies are from ωB97M-V/def2-TZVPD.

## Properties
Calculated total energy (Ha): -4385.05628
Maximum force (eV Å⁻¹): 0.50

CARTESIAN COORDINATES (ANGSTROEM)
Ir: 0.87091 -1.81077 -0.58900
C: 5.14507 -1.88352 -0.76440
C: 5.49030 -1.33289 0.46408
C: 4.49540 -0.95095 1.34487
C: 3.15845 -1.12998 0.99543
C: 2.80220 -1.68373 -0.24005
C: 3.81509 -2.05682 -1.12081
C: 2.02578 -0.77403 1.83802
C: 2.16885 -0.11435 3.08171
C: 1.06971 0.25138 3.78176
C: -0.21000 -0.10379 3.30211
C: -1.38848 0.20653 4.01656
C: -2.60604 -0.21882 3.56963
C: -2.67972 -1.00122 2.40116
C: -1.55621 -1.30171 1.68334
C: -0.29625 -0.82508 2.09319
N: 0.83088 -1.08942 1.34189
H: 5.92611 -2.17360 -1.45712
H: 6.53068 -1.19884 0.72832
H: 4.77075 -0.51788 2.29752
H: 3.56452 -2.45696 -2.09559
H: 3.15943 0.12656 3.43478
H: 1.15522 0.79613 4.71447
H: -1.29925 0.77639 4.93351
H: -3.50675 0.01983 4.11929
H: -3.63754 -1.38080 2.06934
H: -1.61704 -1.93679 0.81171
C: -4.95114 2.87992 -1.96840
C: -4.16294 2.98050 -0.65545
C: -4.97696 2.33238 0.47363
C: -3.97554 4.46060 -0.32057
C: -2.82971 2.24780 -0.79505
C: -2.81801 0.89223 -1.10085
C: -1.61132 0.24236 -1.20293
Br: -1.62754 -1.60687 -1.70678
C: -0.35249 0.82844 -1.00577
O: 0.76498 0.14881 -1.17409
C: -0.36391 2.20579 -0.68270
C: -1.59397 2.86062 -0.61252
C: 0.93766 3.00250 -0.50591
C: 0.68936 4.36602 0.15629
C: 1.96832 2.28394 0.37716
C: 1.54257 3.23060 -1.89811
H: -5.91888 3.37770 -1.87054
H: -5.13574 1.84124 -2.24670
H: -4.40181 3.35274 -2.78460
H: -5.93229 2.84813 0.59906
H: -4.43042 2.38068 1.41798
H: -5.18806 1.28272 0.26205
H: -4.95275 4.93873 -0.22908
H: -3.42105 4.98378 -1.10212
H: -3.44785 4.59593 0.62546
H: -3.73538 0.34188 -1.26715
H: -1.58739 3.91198 -0.37809
H: 0.16882 4.24855 1.10964
H: 0.11630 5.05262 -0.46767
H: 1.65041 4.84499 0.34956
H: 1.52964 2.03760 1.34828
H: 2.81115 2.95714 0.55396
H: 2.33704 1.36871 -0.07256
H: 0.85478 3.79180 -2.53452
H: 1.75484 2.27503 -2.38109
H: 2.47769 3.79192 -1.82033
C: 1.69416 -5.33088 -3.69719
N: 1.46152 -5.22914 -2.26326
C: 1.51119 -6.31158 -1.40710
C: 1.32122 -6.18728 -0.08829
C: 1.05824 -4.87385 0.51852
O: 0.90138 -4.68126 1.70700
N: 0.99794 -3.84875 -0.41196
C: 1.20054 -4.01575 -1.71479
O: 1.13925 -2.94485 -2.38992
H: 1.90093 -6.36994 -3.93911
H: 2.54350 -4.71483 -3.98739
H: 0.81725 -4.99585 -4.24793
H: 1.71658 -7.26100 -1.88240
H: 1.36583 -7.04942 0.55854

Forces on atoms 1 to 3 (eV/Å):
-0.16 0.04 0.38
0.01 -0.02 -0.07
0.01 0.01 0.03

---

Entry 3:
Here is a molecular structure, C34H35Cl3KN3O2Si2 in a non-equilibrium geometry from the OMol25 dataset. Energies are from ωB97M-V/def2-TZVPD.

## Properties
Calculated total energy (Ha): -4190.93351
Maximum force (eV Å⁻¹): 2.47
Charge: -2

CARTESIAN COORDINATES (ANGSTROEM)
K: 0.26584 0.42382 -0.42243
O: 3.12276 3.04979 2.49415
C: 2.29507 2.51791 1.74583
O: 2.44451 1.64430 0.85097
C: 0.82700 2.95916 1.98164
C: 0.55872 3.50331 3.25957
C: -0.67890 3.92742 3.58401
C: -1.69735 3.90702 2.58887
C: -3.00980 4.28850 2.88250
C: -3.95683 4.26746 1.88993
C: -3.60683 3.89103 0.56372
C: -2.32374 3.48130 0.28525
C: -1.33749 3.45064 1.31117
N: -0.08849 2.95227 1.04624
H: 1.38202 3.61809 3.92281
H: -0.91766 4.26240 4.57226
H: -3.20506 4.61004 3.89419
H: -4.97226 4.61291 2.07804
H: -4.33970 3.97932 -0.23934
H: -2.06176 3.24400 -0.74222
C: -2.01143 -0.20613 3.04922
Si: -2.45802 -1.34797 1.66832
C: -3.46571 -0.44501 0.42628
C: -3.61431 -2.58930 2.50787
C: -0.93450 -2.04338 0.86012
C: -1.25876 -2.68993 -0.43309
C: -2.19739 -3.75555 -0.51438
C: -2.60233 -4.24421 -1.71496
C: -2.03294 -3.75125 -2.87980
C: -1.07488 -2.77175 -2.72316
N: -0.69078 -2.23437 -1.56965
Si: 0.52580 -2.70358 1.78078
C: 0.07299 -4.08026 3.02633
C: 1.61178 -3.55877 0.46940
C: 1.57172 -1.56655 2.83263
H: -2.83594 0.32207 3.52532
H: -1.27760 0.49090 2.77588
H: -1.52584 -0.80995 3.84013
H: -4.23601 0.10143 1.05253
H: -3.94968 -1.10239 -0.27056
H: -2.83758 0.28790 -0.08167
H: -4.40090 -2.07940 3.09249
H: -3.06352 -3.22077 3.23224
H: -4.08213 -3.27226 1.79646
H: -2.61868 -4.15211 0.40609
H: -3.32423 -5.01994 -1.76086
H: -2.30741 -4.06120 -3.87451
H: -0.63474 -2.31730 -3.61078
H: -0.59493 -4.80813 2.54159
H: -0.46901 -3.56418 3.78655
H: 0.95855 -4.58736 3.42331
H: 1.14233 -4.41860 -0.00020
H: 2.54283 -3.81856 0.94442
H: 1.79428 -2.87341 -0.36243
H: 1.03477 -0.91009 3.49267
H: 2.26468 -0.97924 2.23743
H: 2.19107 -2.20001 3.45303
Cl: -3.13177 4.89959 -3.52307
C: -1.87853 3.98052 -4.23019
Cl: -0.66120 4.91014 -4.99519
Cl: -3.01690 3.26772 -6.46930
C: -1.46087 2.85806 -3.48907
N: -1.12814 1.95894 -2.83176
C: 6.21772 -1.43270 -1.88274
C: 5.54461 -0.86676 -0.76909
C: 4.52808 0.02831 -0.88581
C: 4.12665 0.37158 -2.17035
C: 3.11345 1.32589 -2.49284
C: 2.67100 1.72517 -3.71199
C: 3.29290 1.09378 -4.81065
C: 4.30256 0.18602 -4.60835
C: 4.76665 -0.18247 -3.32928
C: 5.83786 -1.10020 -3.15935
H: 7.05268 -2.06954 -1.67278
H: 5.87461 -1.08129 0.23898
H: 4.07551 0.46747 -0.02682
H: 1.87740 2.43011 -3.82525
H: 2.99710 1.35651 -5.80600
H: 4.71950 -0.31508 -5.47547
H: 6.36755 -1.42189 -4.04586

Forces on atoms 1 to 3 (eV/Å):
0.12 0.10 -0.15
0.14 0.04 -0.08
-0.52 -0.75 -0.59